Entry 1:
The following is a DFT calculation (ωB97M-V/def2-TZVPD) of C31H50AsN2O4PRuSSi3 as an isolated structure.

The geometry in XYZ format:
```
94
Properties=species:S:1:pos:R:3:mulliken_charge:R:1
Ru -0.19 -0.54 -0.44 -0.6892
N -2.38 0.45 0.56 0.6130
C -3.50 0.73 -0.23 0.3931
C -4.77 0.43 0.26 -0.5673
C -5.91 0.64 -0.50 -0.6872
C -5.77 1.17 -1.78 -0.9332
C -4.51 1.45 -2.27 -0.9751
C -3.34 1.23 -1.53 0.3682
C -2.03 1.41 -2.23 0.7088
C -2.00 2.41 -3.21 -0.0859
C -0.98 2.50 -4.13 -1.2516
C 0.02 1.54 -4.11 -0.8119
C 0.04 0.59 -3.10 -0.2463
C -0.92 0.54 -2.07 0.3514
H -2.56 -0.10 1.39 -0.1519
H -1.84 1.27 0.81 -0.1257
H -4.85 0.04 1.27 0.4887
H -6.88 0.40 -0.10 0.4029
H -6.64 1.34 -2.40 0.3859
H -4.41 1.78 -3.29 0.4843
H -2.81 3.12 -3.25 0.5654
H -0.98 3.29 -4.87 0.3783
H 0.81 1.54 -4.85 0.3896
H 0.88 -0.11 -3.07 0.4146
O 2.17 0.07 -1.23 -0.8525
C 2.52 -1.10 -0.86 0.6646
N 1.63 -1.78 -0.04 0.4413
S 2.29 -3.14 0.53 0.8621
O 2.60 -3.00 1.95 -0.7862
O 1.50 -4.32 0.24 -0.8100
C 3.73 -3.04 -0.43 0.1664
C 4.80 -3.91 -0.50 -0.5488
C 5.89 -3.58 -1.29 -0.7820
C 5.90 -2.33 -1.98 -0.5694
C 4.85 -1.46 -1.91 -0.4685
C 3.71 -1.80 -1.14 -0.3543
H 4.78 -4.84 0.05 0.4653
H 6.73 -4.25 -1.37 0.3845
H 6.76 -2.08 -2.58 0.3770
H 4.87 -0.51 -2.44 0.4642
C 0.29 -1.77 4.51 -1.3775
P -0.84 -2.17 3.16 1.2052
C -0.46 -3.88 2.75 -1.1379
C -2.49 -2.19 3.89 -1.2593
O -0.76 -1.15 2.07 -0.5132
H 0.13 -2.41 5.37 0.4048
H 0.14 -0.72 4.79 0.3344
H 1.30 -1.90 4.13 0.2656
H -0.89 -4.54 3.51 0.5328
H 0.62 -4.00 2.72 0.2599
H -0.84 -4.14 1.77 0.2000
H -2.58 -2.95 4.67 0.4261
H -3.22 -2.40 3.11 0.2829
H -2.71 -1.21 4.32 0.3274
C -2.92 -1.82 -2.79 -1.2927
Si -1.73 -2.18 -1.35 1.1799
C -2.91 -2.85 -0.03 -0.9593
C -0.68 -3.59 -2.00 -1.0794
H -3.35 -2.78 -3.10 0.5569
H -2.41 -1.38 -3.64 0.2737
H -3.74 -1.17 -2.51 0.3063
H -3.53 -3.61 -0.52 0.5811
H -3.58 -2.07 0.34 0.0636
H -2.43 -3.32 0.82 0.0814
H -1.34 -4.45 -2.19 0.3417
H 0.11 -3.90 -1.33 0.1926
H -0.23 -3.31 -2.95 0.2663
C -0.22 4.29 2.69 -1.1935
Si -0.22 3.71 0.90 0.5608
C 0.70 4.93 -0.19 -1.0881
C -2.01 3.77 0.33 -0.9436
As 0.69 1.53 0.77 0.1337
Si 3.02 1.93 0.91 0.6472
C 3.90 0.43 1.58 -0.7418
C 3.75 2.57 -0.69 -1.0079
C 3.30 3.29 2.20 -1.2883
H -0.74 5.25 2.76 0.3323
H 0.77 4.41 3.10 0.3186
H -0.76 3.58 3.31 0.2994
H 0.17 5.89 -0.16 0.4297
H 0.71 4.59 -1.22 0.3070
H 1.73 5.10 0.12 0.2901
H -2.30 4.83 0.34 0.5543
H -2.70 3.24 0.98 0.2326
H -2.15 3.40 -0.69 0.1230
H 4.52 -0.04 0.82 0.2493
H 3.21 -0.34 1.94 -0.0868
H 4.53 0.73 2.42 0.4938
H 3.51 1.90 -1.51 0.2067
H 4.84 2.60 -0.57 0.3517
H 3.41 3.57 -0.93 0.3029
H 2.88 3.00 3.17 0.2783
H 2.88 4.26 1.93 0.2913
H 4.37 3.42 2.33 0.4110
```

Values from the calculation:
HOMO-LUMO gap (alpha / beta) = 0.1515 / 0.2198 Ha
LUMO energy (alpha / beta) = 2.314 / 1.266 eV
charge = -1
E_HOMO (alpha / beta) = -1.81 / -4.72 eV
multiplicity = 6
energy above the lowest of the compared OMol25 structures with the same formula, charge and spin = 223.4 kJ/mol



Entry 2:
The following is a DFT calculation (ωB97M-V/def2-TZVPD) of C31H47NO2P2S2Zr as an isolated structure.

The geometry in XYZ format:
```
86
Properties=species:S:1:pos:R:3:mulliken_charge:R:1
Zr -0.32 -0.95 -0.13 -1.1628
C -1.98 -1.21 2.04 0.2950
C -2.71 -0.35 1.16 1.4636
C -2.38 -2.39 0.08 1.3460
C -1.76 -2.47 1.38 0.4425
C -2.86 -1.04 -0.10 -0.0714
C -1.71 -0.97 3.48 -1.7864
H -1.69 0.10 3.72 0.3513
H -0.75 -1.42 3.78 0.3621
H -2.49 -1.43 4.11 0.3694
C -1.29 -3.72 2.01 -1.5379
H -0.77 -3.51 2.95 0.4381
H -0.59 -4.26 1.35 0.2635
H -2.13 -4.40 2.23 0.3194
C -2.83 -3.55 -0.72 -1.6835
H -3.92 -3.67 -0.67 0.2918
H -2.36 -4.47 -0.36 0.4877
H -2.57 -3.43 -1.78 0.3101
C -3.70 -0.59 -1.24 -1.5892
H -4.72 -0.98 -1.16 0.4095
H -3.29 -0.96 -2.19 0.2545
H -3.75 0.50 -1.29 0.3108
C -3.48 0.86 1.54 -1.6009
H -4.51 0.61 1.85 0.3402
H -3.56 1.56 0.71 0.3921
H -3.02 1.37 2.39 0.4865
C 3.12 3.57 1.07 -0.3192
C 2.26 3.77 2.09 -0.2790
C 1.50 5.05 2.31 -0.9656
C 0.88 5.63 1.01 -0.9214
C 0.44 4.63 -0.03 0.4670
C 1.19 4.30 -1.10 -1.2717
C 2.65 4.62 -1.26 -1.0314
C 3.50 4.58 0.04 -1.1666
H 2.19 5.80 2.72 0.4336
H 1.58 6.36 0.59 0.3173
H 0.72 4.91 3.07 0.3217
H 3.58 5.59 0.47 0.3224
H 3.73 2.66 1.06 0.8055
H 2.24 3.10 2.95 0.6310
H 4.52 4.31 -0.29 0.4429
H 3.10 3.93 -2.00 0.2653
H 0.70 3.96 -2.02 1.0088
H 2.75 5.63 -1.70 0.4773
H -0.02 6.20 1.31 0.4223
H -0.63 4.37 0.00 0.3607
P 0.84 0.79 1.28 1.3951
P -0.41 0.76 -2.14 1.7454
C 1.70 1.46 -0.23 2.7061
C 1.35 1.19 -1.71 -2.0165
H 2.78 1.30 -0.08 1.0089
H 1.50 2.51 -0.02 -2.6981
H 1.57 2.09 -2.29 0.7754
H 2.00 0.39 -2.10 0.4082
C -0.29 0.03 -3.79 -1.2770
H -1.30 -0.03 -4.21 0.4414
H 0.14 -0.98 -3.78 0.1785
H 0.34 0.67 -4.43 0.4930
C -1.32 2.30 -2.40 -1.5699
H -0.81 2.93 -3.14 0.5640
H -1.43 2.88 -1.47 0.1826
H -2.33 2.08 -2.77 0.5539
C 2.06 0.46 2.55 -1.3782
H 1.66 -0.34 3.20 0.4154
H 2.24 1.35 3.16 0.3450
H 3.01 0.10 2.11 0.4716
C -0.30 2.06 1.87 -0.1845
H -1.25 2.05 1.32 -0.3144
H 0.15 3.05 1.72 -0.7730
H -0.51 1.90 2.93 0.5482
O 1.12 -3.32 -3.90 -0.6168
S 0.14 -3.67 -2.90 0.9430
O -1.24 -3.79 -3.29 -0.6559
N 0.31 -2.65 -1.52 0.1881
C 1.16 -3.25 -0.62 1.1239
S 1.70 -2.34 0.73 -0.4950
C 1.29 -4.67 -0.82 -0.0443
C 1.63 -5.63 0.15 -0.5075
C 1.38 -6.97 -0.12 -0.6796
C 0.81 -7.37 -1.34 -0.5227
C 0.46 -6.41 -2.31 -0.7373
C 0.68 -5.07 -2.01 0.3179
H 2.04 -5.27 1.09 0.4819
H 1.61 -7.71 0.65 0.4339
H 0.65 -8.43 -1.54 0.4302
H 0.03 -6.68 -3.28 0.4965
```

Values from the calculation:
HOMO-LUMO gap = 0.2617 Ha
LUMO energy = -6.833 eV
charge = +2
E_HOMO = -13.95 eV



Entry 3:
The following is a DFT calculation (ωB97M-V/def2-TZVPD) of a 2-piece molecular cluster, CH4O2 overall.

The geometry in XYZ format:
```
7
Properties=species:S:1:pos:R:3:mulliken_charge:R:1
C 0.53 -1.19 0.49 -0.1048
O 0.69 0.01 0.36 -0.4555
H 1.34 -1.79 0.86 0.2651
H -0.44 -1.58 0.41 0.2575
O -0.96 1.48 -0.98 -0.6254
H -0.18 0.99 -0.89 0.3687
H -0.98 2.09 -0.25 0.2945
```

Values from the calculation:
HOMO-LUMO gap = 0.3961 Ha
LUMO energy = 0.304 eV
SMILES = C=O.O
E_HOMO = -10.48 eV
energy above the lowest of the compared OMol25 structures with the same formula, charge and spin = 35.9 kJ/mol



Entry 4:
The following is a DFT calculation (ωB97M-V/def2-TZVPD) of C6H8NO as an isolated structure.

The geometry in XYZ format:
```
16
Properties=species:S:1:pos:R:3:mulliken_charge:R:1
C -1.42 -0.29 -0.75 -0.4194
C -0.98 -1.42 0.38 -0.6571
C -0.96 0.16 0.48 -0.2786
C 0.34 -1.95 0.25 -0.0185
C 0.93 0.28 0.24 0.4187
C 1.51 1.58 0.00 -1.1240
N 1.35 -0.95 0.14 0.5348
O 2.47 -1.31 -0.27 -0.6499
H -0.66 -0.26 -1.55 0.2971
H -2.50 -0.36 -1.07 0.2932
H -1.71 -2.03 0.71 0.5793
H -1.27 0.65 1.32 0.5285
H 0.83 -2.99 0.33 0.4603
H 0.74 2.40 -0.30 0.3093
H 2.38 1.47 -0.60 0.3772
H 1.86 1.98 0.98 0.3493
```

Values from the calculation:
HOMO-LUMO gap = 0.2435 Ha
LUMO energy = -6.795 eV
charge = +1
E_HOMO = -13.42 eV
energy above the lowest of the compared OMol25 structures with the same formula, charge and spin = 486.6 kJ/mol



Entry 5:
The following is a DFT calculation (ωB97M-V/def2-TZVPD) of the molecule C19H24ClN3O4S.

The geometry in XYZ format:
```
52
Properties=species:S:1:pos:R:3:mulliken_charge:R:1
C 6.43 -5.90 3.42 0.2707
C 5.29 -5.71 3.08 -0.5057
C 3.94 -5.44 2.63 -0.8305
N 3.87 -4.19 1.91 -0.1494
C 3.06 -3.18 2.31 0.0842
O 2.32 -3.28 3.26 -0.6609
C 3.18 -1.93 1.43 0.0847
C 2.52 -0.71 2.09 -0.8850
C 1.00 -0.85 2.07 -1.2690
N 0.46 -1.09 0.75 0.0274
C 0.01 -0.06 -0.04 0.8630
C 0.38 1.27 0.22 -0.0874
C -0.09 2.32 -0.55 -1.0617
C -0.94 2.07 -1.60 -0.3265
S -1.57 3.39 -2.62 1.4514
O -1.02 4.64 -2.17 -0.7213
O -1.43 3.05 -4.00 -0.7545
N -3.22 3.29 -2.25 0.0823
C -3.51 3.77 -0.91 -0.4213
C -4.98 3.48 -0.61 -0.7376
O -5.83 4.05 -1.57 -0.3786
C -5.53 3.59 -2.87 -0.6161
C -4.08 3.91 -3.24 -0.5570
C -1.36 0.78 -1.87 -0.5712
C -0.91 -0.26 -1.09 0.1249
Cl -1.62 -1.82 -1.40 -0.2388
C 1.02 -2.30 0.18 -0.9788
C 2.54 -2.18 0.06 -0.8790
H 7.41 -6.08 3.73 0.4140
H 3.60 -6.27 1.99 0.3395
H 3.27 -5.35 3.49 0.3170
H 4.52 -4.05 1.16 0.2961
H 4.25 -1.73 1.30 0.4541
H 2.86 -0.63 3.12 0.4136
H 2.83 0.18 1.55 0.4426
H 0.52 0.04 2.50 0.5457
H 0.73 -1.71 2.69 0.4972
H 1.06 1.49 1.02 0.3106
H 0.22 3.34 -0.35 0.4851
H -2.86 3.25 -0.21 0.3626
H -3.32 4.86 -0.85 0.3040
H -5.27 3.90 0.35 0.3507
H -5.13 2.38 -0.59 0.3460
H -6.22 4.10 -3.55 0.3557
H -5.68 2.50 -2.93 0.3334
H -3.81 3.50 -4.21 0.4179
H -3.93 5.00 -3.25 0.3200
H -2.05 0.61 -2.68 0.4689
H 0.60 -2.49 -0.80 0.5528
H 0.76 -3.14 0.84 0.3660
H 2.77 -1.34 -0.60 0.4297
H 2.94 -3.09 -0.40 0.5185
```

Values from the calculation:
HOMO-LUMO gap = 0.3210 Ha
LUMO energy = 0.492 eV
SMILES = C#CCNC(=O)C1CCN(c2ccc(S(=O)(=O)N3CCOCC3)cc2Cl)CC1
E_HOMO = -8.24 eV
energy above the lowest of the compared OMol25 structures with the same formula, charge and spin = 248.9 kJ/mol



Entry 6:
The following is a DFT calculation (ωB97M-V/def2-TZVPD) of C2H3FTl as an isolated structure.

The geometry in XYZ format:
```
7
Properties=species:S:1:pos:R:3:mulliken_charge:R:1
H 1.30 3.74 2.00 0.0748
C 2.66 5.37 0.40 -0.5053
C 1.86 4.31 0.31 -0.2931
Tl 2.12 2.60 -1.62 0.6543
H 3.48 5.33 1.13 0.2850
H 2.62 6.24 -0.26 0.3003
F 0.86 4.35 -1.17 -0.5159
```

Values from the calculation:
HOMO-LUMO gap (alpha / beta) = 0.2475 / 0.3369 Ha
LUMO energy (alpha / beta) = -0.285 / -0.306 eV
E_HOMO (alpha / beta) = -7.02 / -9.47 eV
multiplicity = 2
energy above the lowest of the compared OMol25 structures with the same formula, charge and spin = 255.8 kJ/mol